Entry 1:
This record from the Open Molecules 2025 dataset describes a structure of composition C30H76BFN6O7P2Si2 in a non-equilibrium geometry. The level of theory is ωB97M-V/def2-TZVPD.

## Properties
total charge = 0

Each line ends with the Löwdin charge.
Atoms and positions in Å:
C -6.425 -3.365 -2.850  -0.0989
C -6.837 -2.069 -2.130  -0.2539
C -5.750 -1.543 -1.192  -0.2206
C -4.504 -1.026 -1.920  -0.2043
C -4.704 0.331 -2.610  -0.1938
C -4.253 1.557 -1.809  -0.1897
C -2.809 1.544 -1.310  -0.2101
C -1.782 2.109 -2.300  -0.2497
C -0.650 2.874 -1.587  -0.2317
Si 0.203 1.856 -0.244  0.5685
C 1.978 2.519 -0.049  -0.2070
C 2.049 3.927 0.394  -0.3301
O 2.323 4.267 1.516  0.0179
O -0.735 2.037 1.113  -0.2753
Si -0.181 1.843 2.675  0.5678
C -1.241 0.590 3.566  -0.2315
C -0.840 -0.875 3.259  -0.2201
C -1.843 -1.538 2.339  -0.2126
F -3.123 -1.456 2.898  -0.0623
C -0.427 3.488 3.556  -0.2631
O -1.837 3.581 3.748  -0.2350
C -2.257 4.810 4.324  -0.2254
C -2.975 5.677 3.279  -0.2283
C -3.790 4.868 2.287  -0.1042
B 0.368 -0.085 -0.839  -0.6224
O 0.358 -1.137 0.069  0.0917
O 0.452 -0.443 -2.153  0.1493
H -6.902 -4.222 -2.382  0.0697
H -6.697 -3.304 -3.901  0.0669
H -5.357 -3.544 -2.764  0.0510
H -7.024 -1.319 -2.902  0.0897
H -7.747 -2.215 -1.551  0.1003
H -5.424 -2.388 -0.577  0.1075
H -6.121 -0.790 -0.492  0.1096
H -3.662 -1.053 -1.230  0.0915
H -4.266 -1.754 -2.698  0.0978
H -4.274 0.303 -3.611  0.1089
H -5.781 0.441 -2.762  0.0990
H -4.341 2.424 -2.469  0.1043
H -4.946 1.730 -0.987  0.1105
H -2.474 0.559 -0.978  0.0906
H -2.769 2.180 -0.424  0.0970
H -2.287 2.826 -2.952  0.1044
H -1.391 1.344 -2.973  0.0976
H -1.121 3.735 -1.104  0.0881
H 0.089 3.277 -2.284  0.0789
H 2.453 2.423 -1.031  0.0845
H 2.540 1.864 0.618  0.0789
H 1.820 4.696 -0.364  0.1268
H 1.246 1.441 2.769  0.0367
H -1.077 0.765 4.629  0.0843
H -2.269 0.808 3.289  0.0855
H -0.876 -1.437 4.193  0.1100
H 0.166 -0.949 2.848  0.0834
H -1.633 -2.602 2.244  0.0882
H -1.887 -1.062 1.360  0.1058
H 0.064 3.459 4.538  0.0935
H -0.036 4.336 2.988  0.0844
H -1.398 5.331 4.749  0.1159
H -2.979 4.581 5.110  0.1204
H -3.602 6.382 3.828  0.1048
H -2.235 6.267 2.733  0.1030
H -4.583 4.293 2.766  0.0786
H -3.182 4.185 1.700  0.0586
H -4.273 5.552 1.587  0.0697
H 1.167 -1.133 0.591  0.0986
H 0.673 0.317 -2.701  0.0891
O -4.353 -6.167 -0.916  -0.3013
P -3.059 -6.827 -0.573  0.6495
N -2.352 -5.733 0.534  -0.3257
C -1.196 -4.886 0.365  -0.1227
C -3.181 -5.393 1.681  -0.1159
N -2.361 -6.927 -2.148  -0.3207
C -1.076 -6.363 -2.500  -0.1402
C -3.286 -6.826 -3.273  -0.1392
N -2.188 -8.165 -0.045  -0.3061
C -1.347 -8.235 1.138  -0.1037
C -2.164 -9.382 -0.852  -0.1159
H -0.589 -4.884 1.280  0.0841
H -1.463 -3.848 0.134  0.0804
H -0.519 -5.236 -0.408  0.0463
H -3.318 -6.257 2.346  0.0722
H -4.174 -5.047 1.381  0.0755
H -2.725 -4.601 2.273  0.0664
H -1.088 -5.266 -2.515  0.0830
H -0.782 -6.704 -3.495  0.0792
H -0.290 -6.713 -1.825  0.0730
H -3.545 -5.790 -3.513  0.0778
H -4.210 -7.360 -3.068  0.0690
H -2.834 -7.284 -4.157  0.0788
H -0.336 -7.882 0.914  0.0867
H -1.274 -9.265 1.492  0.0792
H -1.746 -7.661 1.970  0.0636
H -1.239 -9.447 -1.432  0.0861
H -3.004 -9.416 -1.540  0.0754
H -2.242 -10.268 -0.218  0.0775
O 7.706 1.994 0.935  -0.2960
P 7.436 3.090 -0.039  0.6473
N 8.933 3.912 -0.114  -0.3341
C 9.278 5.229 0.366  -0.1249
C 10.082 3.077 -0.432  -0.1274
N 6.138 3.884 0.766  -0.3115
C 6.143 5.284 1.133  -0.1326
C 5.425 3.102 1.772  -0.1345
N 6.895 3.615 -1.546  -0.3044
C 7.678 4.319 -2.549  -0.1031
C 5.491 3.455 -1.908  -0.1228
H 9.933 5.734 -0.356  0.0821
H 9.798 5.196 1.331  0.0889
H 8.418 5.883 0.468  0.0441
H 10.034 2.705 -1.464  0.0703
H 10.151 2.209 0.229  0.0733
H 11.009 3.640 -0.334  0.0804
H 6.850 5.502 1.944  0.0836
H 5.148 5.580 1.473  0.0790
H 6.363 5.922 0.272  0.0738
H 5.946 3.088 2.738  0.0872
H 5.297 2.072 1.448  0.0683
H 4.429 3.518 1.925  0.0517
H 7.665 5.397 -2.362  0.0874
H 7.264 4.145 -3.544  0.0792
H 8.708 3.980 -2.590  0.0640
H 4.943 4.392 -1.772  0.0860
H 5.016 2.687 -1.302  0.0643
H 5.393 3.139 -2.950  0.0786

=====

Entry 2:
This record from the Open Molecules 2025 dataset describes a cluster of 7 separate species, C28H49N7 in total in a non-equilibrium geometry. The level of theory is ωB97M-V/def2-TZVPD.

## Properties
total charge = 0
energy relative to the best compared isomer or geometry (same formula, charge and spin) = 61.37 kcal/mol

Each line ends with the Löwdin charge.
Atoms and positions in Å:
C -3.693 -5.098 -5.353  -0.1064
C -3.410 -5.573 -3.908  -0.2641
C -3.285 -4.401 -3.000  -0.2123
C -2.462 -3.273 -3.467  -0.2463
N -1.921 -2.362 -3.886  0.1629
H -4.266 -4.171 -5.326  0.0721
H -4.226 -5.840 -5.947  0.0720
H -2.713 -4.801 -5.725  0.0722
H -2.450 -6.086 -3.969  0.1096
H -4.252 -6.217 -3.653  0.1114
H -2.849 -4.834 -2.100  0.1108
H -4.241 -3.950 -2.736  0.1257
C 2.691 -5.839 -2.241  -0.1295
C 2.157 -4.704 -3.053  -0.2592
C 1.964 -3.343 -2.284  -0.1705
C 0.689 -3.292 -1.558  -0.2195
N -0.354 -3.186 -1.039  0.1520
H 3.423 -5.545 -1.488  0.0770
H 3.044 -6.626 -2.907  0.0777
H 1.834 -6.249 -1.707  0.0729
H 1.227 -5.088 -3.473  0.1046
H 2.892 -4.583 -3.849  0.1044
H 2.098 -2.486 -2.943  0.0977
H 2.737 -3.282 -1.517  0.1108
C 3.498 2.043 0.553  -0.1141
C 4.124 2.332 1.891  -0.2979
C 5.610 2.437 1.904  -0.2003
C 6.078 3.708 1.309  -0.2183
N 6.478 4.659 0.807  0.1450
H 3.497 0.978 0.319  0.0622
H 4.274 2.390 -0.129  0.0717
H 2.524 2.508 0.402  0.0564
H 3.672 1.544 2.493  0.1065
H 3.777 3.300 2.252  0.1148
H 6.153 1.562 1.546  0.1255
H 5.834 2.435 2.971  0.1175
C 1.014 3.515 -2.422  -0.1124
C 1.158 3.436 -3.910  -0.2445
C 1.552 2.042 -4.465  -0.1584
C 0.894 1.542 -5.749  -0.2103
N 0.448 1.177 -6.752  0.1143
H 0.191 2.902 -2.054  0.0343
H 0.829 4.552 -2.141  0.0859
H 1.842 3.136 -1.823  0.0631
H 1.836 4.164 -4.355  0.1093
H 0.171 3.725 -4.272  0.1092
H 1.220 1.289 -3.750  0.0639
H 2.610 1.877 -4.666  0.1148
C -3.957 2.136 3.098  -0.0958
C -4.651 1.880 4.483  -0.2441
C -3.601 2.049 5.527  -0.2004
C -3.129 3.528 5.716  -0.2034
N -2.806 4.607 5.775  0.1378
H -4.685 1.999 2.299  0.0694
H -3.166 1.414 2.890  0.0582
H -3.551 3.147 3.103  0.0721
H -5.097 0.890 4.580  0.1127
H -5.380 2.658 4.709  0.1130
H -2.708 1.461 5.316  0.0691
H -3.993 1.707 6.485  0.1120
C -0.088 2.056 3.936  -0.1102
C 0.250 0.677 4.441  -0.2244
C -0.200 0.242 5.920  -0.1445
C 0.585 -0.914 6.482  -0.2262
N 1.181 -1.743 7.033  0.1245
H -1.160 2.244 4.000  0.0300
H 0.202 2.202 2.896  0.0599
H 0.253 2.883 4.559  0.0851
H 1.339 0.667 4.404  0.0942
H 0.048 -0.056 3.661  0.1050
H -1.246 -0.064 5.941  0.0904
H -0.074 0.954 6.735  0.1151
C -0.970 2.106 0.271  -0.0915
C -1.126 0.576 -0.077  -0.2129
C -0.755 0.251 -1.531  -0.1801
C 0.688 0.002 -1.612  -0.2234
N 1.835 -0.208 -1.626  0.1805
H 0.074 2.413 0.343  0.0505
H -1.490 2.336 1.200  0.0418
H -1.433 2.799 -0.432  0.0717
H -2.190 0.394 0.072  0.1021
H -0.602 -0.088 0.612  0.1042
H -1.147 1.060 -2.148  0.1169
H -1.168 -0.691 -1.890  0.0764

=====

In the order shown, the computed Kohn-Sham gap values come out to 8.2751, 11.5260 eV.
In the order shown, the computed energy values come out to -93346.4531, -40257.8611 eV.
In the order shown, the computed HOMO values come out to -8.20, -11.23 eV.